Computed, not measured: C22H23N3PdSSi as an isolated structure, with ωB97M-V/def2-TZVPD.

Structure (XYZ):
```
51
Properties=species:S:1:pos:R:3:mulliken_charge:R:1
Pd -0.4073 0.5057 -0.9248 -0.842
C -2.4406 -1.7917 -0.9132 -0.900
C -1.3069 -2.2975 -1.7653 0.698
C -1.4618 -3.4792 -2.4751 -0.670
C -0.3894 -3.9026 -3.2732 -0.280
C 0.7617 -3.1757 -3.2823 -0.578
C 0.9128 -1.9869 -2.4750 -0.021
N -0.2008 -1.5415 -1.7818 0.057
N 2.0747 -1.3963 -2.4510 -0.310
Si 3.0074 -0.3168 -1.5857 0.107
C 2.3854 0.4986 -0.0108 -0.823
C 4.5909 -1.2408 -1.0542 -1.088
C 3.6033 1.0834 -2.7190 -1.041
H -3.3433 -2.3907 -1.0666 0.353
H -2.6219 -0.7344 -1.1362 0.098
H -2.1644 -1.8192 0.1437 -0.021
H -2.3954 -4.0234 -2.4229 0.318
H -0.4686 -4.8061 -3.8738 0.306
H 1.6265 -3.4680 -3.8647 0.379
H 2.1443 -0.2024 0.7915 0.268
H 1.5162 1.1565 -0.1786 -0.062
H 3.2122 1.1368 0.3436 0.336
H 4.3296 -2.0532 -0.3721 0.265
H 5.2953 -0.5805 -0.5411 0.286
H 5.0887 -1.6825 -1.9197 0.278
H 2.8053 1.8224 -2.8159 0.290
H 3.8304 0.6913 -3.7114 0.271
H 4.4918 1.5838 -2.3249 0.293
S -1.7147 2.3203 3.5258 -0.439
C -1.1814 0.7650 4.0783 0.647
C -0.9513 0.2970 5.3654 -0.527
C -0.4949 -1.0009 5.5289 -0.406
C -0.2671 -1.8263 4.4238 -0.546
C -0.5032 -1.3716 3.1406 -0.327
C -0.9728 -0.0672 2.9619 -0.574
N -1.2594 0.4898 1.7407 -0.125
C -1.6458 1.7190 1.8431 0.731
C -1.9264 2.6008 0.7044 1.098
C -2.6676 3.7634 0.9564 -0.829
C -2.9544 4.6536 -0.0577 -0.538
C -2.4769 4.3464 -1.3384 -0.499
C -1.7483 3.1983 -1.5699 -0.286
C -1.4022 2.2292 -0.5760 -0.014
H -1.1157 0.9349 6.2253 0.355
H -0.3041 -1.3798 6.5264 0.326
H 0.1052 -2.8323 4.5765 0.360
H -0.3278 -1.9803 2.2632 0.452
H -3.0385 3.9676 1.9583 0.213
H -3.5360 5.5495 0.1295 0.346
H -2.6862 5.0246 -2.1633 0.322
H -1.4067 3.0099 -2.5829 0.290
```

**LUMO level**: 4.382 eV
**HOMO-LUMO gap**: 3.448 eV
**Charge**: -2

Computed, not measured: C10H23NO7V as an isolated structure, with ωB97M-V/def2-TZVPD.

Structure (XYZ):
```
42
Properties=species:S:1:pos:R:3:mulliken_charge:R:1
O -0.2313 -0.5863 1.1349 -0.633
V 1.3030 -0.1576 1.3842 0.842
C 2.3270 0.9742 3.3381 -0.243
O 1.4554 0.0973 3.5480 -0.386
O 3.0889 0.3843 2.5171 -0.526
O 1.6610 1.7414 2.5761 -0.474
C 0.3379 2.8702 -0.3107 -1.096
O 0.4974 1.5052 -0.3463 0.065
C 1.3686 1.2386 -1.5110 -0.823
C 1.4464 -0.3106 -1.7594 -0.760
N 2.0677 -0.8812 -0.5900 0.117
C 2.0617 -2.3191 -0.7801 -0.909
C 2.2802 -3.0902 0.4970 -0.422
O 1.5987 -2.3398 1.5266 -0.087
C 1.3041 -3.1475 2.7169 -0.977
H -0.4587 3.2796 0.3106 0.260
H -0.0059 3.1343 -1.3108 0.436
H 1.2629 3.3536 0.0036 0.294
H 2.3217 1.7269 -1.3078 0.426
H 0.8269 1.5917 -2.3884 0.490
H 1.9496 -0.4994 -2.7076 0.365
H 0.4485 -0.7490 -1.7483 0.327
H 3.0667 -0.7372 -0.5512 0.144
H 2.8303 -2.5847 -1.5060 0.453
H 1.1558 -2.6411 -1.2937 0.431
H 3.3534 -3.2384 0.6168 0.342
H 1.7369 -4.0289 0.3883 0.320
H 0.5347 -3.9137 2.6220 0.386
H 0.8493 -2.5278 3.4897 0.235
H 2.1585 -3.5210 3.2812 0.356
C -3.2220 1.4735 -2.2544 -1.151
C -3.2588 1.5689 -0.6929 0.552
C -4.7440 1.4165 -0.0729 -1.283
O -2.6051 0.4018 -0.2810 -0.394
H -3.7327 0.5453 -2.5107 0.315
H -2.1908 1.5158 -2.6049 0.249
H -3.8599 2.2567 -2.6640 0.362
H -2.6677 2.4055 -0.3203 0.103
H -5.0752 0.3992 -0.2815 0.347
H -5.4398 2.0369 -0.6378 0.381
H -4.7666 1.7918 0.9503 0.305
H -3.0346 -0.4356 -0.4700 0.257
```

**LUMO level (spin up / spin down)**: 2.575 / 2.556 eV
**<S²>**: 2.032
**Multiplicity**: 3
**HOMO-LUMO gap (spin up / spin down)**: 3.008 / 3.721 eV
**Charge**: -1

Computed, not measured: a 3-piece molecular cluster, CH9N4O overall, with ωB97M-V/def2-TZVPD.

Structure (XYZ):
```
15
Properties=species:S:1:pos:R:3:mulliken_charge:R:1
C 1.5463 0.4198 -0.3529 0.687
N 2.6427 -0.1058 0.0711 -0.370
N -0.8191 -1.2104 0.2985 -0.149
N 0.4042 -1.4144 -0.3565 -0.727
N -1.8747 1.4555 0.1825 -0.882
O 0.9174 1.3559 -0.6586 -0.352
H 3.6041 0.3909 0.1778 0.304
H 2.8387 -1.1004 0.2492 0.296
H -1.3992 -2.1967 0.1088 0.414
H -0.7019 -1.2057 1.2744 0.320
H 0.1145 -1.5404 -1.3351 0.236
H -1.0292 2.1284 0.1622 0.279
H -2.4003 1.5806 -0.7061 0.273
H -2.5335 1.7680 0.8850 0.261
H -1.3101 -0.3254 -0.0002 0.411
```

**LUMO level**: -3.372 eV
**HOMO-LUMO gap**: 9.821 eV
**Charge**: +1

Computed, not measured: a 4-piece molecular cluster, C24H29F9N2O8 overall, with ωB97M-V/def2-TZVPD.

Structure (XYZ):
```
72
Properties=species:S:1:pos:R:3:mulliken_charge:R:1
C 3.1339 -3.4373 -0.3319 -1.029
C 2.9134 -1.9705 -0.9380 0.064
N 4.1428 -1.4916 -1.6104 -0.449
N 4.5457 -0.1903 -1.1888 0.040
C 5.8045 -0.0228 -1.9362 0.181
O 6.0487 -0.3615 -3.0610 -0.518
C 6.8862 0.6302 -1.0456 0.009
C 8.2134 1.1348 -1.3400 -0.569
C 8.9575 1.6885 -0.1959 -0.430
C 8.3872 1.7516 1.1696 -0.762
C 7.0339 1.2361 1.4549 0.586
C 6.3717 1.2840 2.8611 -0.510
C 5.0570 2.1887 2.8463 -0.949
C 6.3279 0.6629 0.3172 0.715
C 4.9364 -0.0118 0.1888 0.183
O 4.3636 -0.2687 1.2246 -0.567
H 2.7725 -3.4455 0.7301 0.225
H 4.2121 -3.7430 -0.3408 0.361
H 2.5774 -4.1840 -0.9495 0.297
H 2.4961 -1.2665 -0.1804 0.323
H 2.1014 -2.1055 -1.7122 -0.027
H 4.9371 -2.1209 -1.4803 0.277
H 8.6090 1.0994 -2.3761 0.440
H 9.9803 2.1068 -0.3647 0.332
H 9.0118 2.2028 1.9697 0.326
H 7.1030 1.8235 3.5329 0.324
H 6.2025 0.2644 3.2839 0.311
H 4.9414 2.5845 1.7970 0.301
H 5.0649 3.0003 3.6120 0.355
H 4.1637 1.5223 2.9983 0.179
C -2.2528 -0.7763 -5.3407 -1.311
C -2.7765 -1.2309 -3.9930 -0.019
O -2.2935 -2.5468 -3.6729 -0.337
C -1.0480 -2.6130 -3.1947 0.405
O -0.3293 -1.6700 -3.0249 -0.522
C -0.6861 -4.0594 -2.8553 0.875
F -1.0327 -4.9172 -3.8311 -0.255
F -1.3096 -4.4790 -1.7374 -0.259
F 0.6280 -4.2217 -2.6496 -0.244
H -2.5000 -1.5072 -6.1135 0.323
H -2.6826 0.1882 -5.6143 0.388
H -1.1661 -0.6788 -5.3298 0.343
H -3.8624 -1.2971 -4.0263 0.303
H -2.5208 -0.5241 -3.2012 0.281
C -4.8277 -3.0949 2.2088 -1.200
C -4.0781 -1.8089 1.9243 -0.041
O -4.2778 -1.3871 0.5643 -0.254
C -5.4267 -0.7538 0.3104 0.370
O -6.2771 -0.5256 1.1223 -0.540
C -5.4807 -0.3248 -1.1563 0.922
F -5.1034 -1.3115 -1.9912 -0.258
F -4.6649 0.7190 -1.3995 -0.246
F -6.7081 0.0518 -1.5367 -0.264
H -4.5464 -3.8685 1.4912 0.294
H -4.6113 -3.4507 3.2168 0.398
H -5.9056 -2.9520 2.1175 0.323
H -3.0075 -1.9755 2.0451 0.363
H -4.3608 -1.0155 2.6172 0.168
C -6.5627 5.1259 1.6486 -1.131
C -6.6344 3.6396 1.9358 -0.235
O -5.3180 3.0691 2.0218 -0.236
C -4.6756 3.2460 3.1812 0.307
O -5.1160 3.8372 4.1244 -0.511
C -3.3160 2.5474 3.1425 0.875
F -2.6447 2.7959 2.0042 -0.251
F -3.4481 1.2085 3.2289 -0.245
F -2.5151 2.9235 4.1461 -0.253
H -5.9713 5.3138 0.7501 0.302
H -7.5625 5.5385 1.5076 0.380
H -6.0803 5.6632 2.4665 0.315
H -7.1403 3.1309 1.1148 0.327
H -7.2034 3.4311 2.8437 0.332
```

**LUMO level**: -0.187 eV
**HOMO-LUMO gap**: 8.592 eV
**SMILES**: CCNN1C(=O)c2cccc(CC)c2C1=O.CCOC(=O)C(F)(F)F.CCOC(=O)C(F)(F)F.CCOC(=O)C(F)(F)F

Computed, not measured: a 3-piece molecular cluster, C3H12N3S overall, with ωB97M-V/def2-TZVPD.

Structure (XYZ):
```
19
Properties=species:S:1:pos:R:3:mulliken_charge:R:1
C 1.4555 -1.2199 -0.6630 -0.824
C 0.0456 1.8971 0.3554 -0.882
C 1.9378 -0.0486 0.0824 0.380
N -0.7184 -0.0380 1.1399 -0.136
N 0.3154 0.6815 1.1996 -0.224
N -2.8198 -0.4406 -0.4438 -0.890
S 3.4921 0.5006 0.1325 -0.058
H 1.7357 -1.2419 -1.7262 0.382
H 1.7611 -2.2928 -0.2278 0.331
H 0.3510 -1.2587 -0.5107 0.093
H -0.8036 2.3177 0.8959 0.390
H 0.7852 2.6449 0.5481 0.370
H -0.1838 1.5768 -0.7542 0.289
H -0.6748 -0.7833 1.8561 0.251
H -1.5814 0.0333 0.4651 0.552
H -2.5921 -0.5306 -1.3969 0.252
H -3.6730 0.0314 -0.1312 0.259
H -2.9295 -1.4346 -0.1537 0.284
H 4.0971 -0.3942 -0.6676 0.181
```

**LUMO level**: -4.391 eV
**HOMO-LUMO gap**: 7.988 eV
**Charge**: +1

Computed, not measured: an isolated molecule of C4H8ClN, with ωB97M-V/def2-TZVPD.

Structure (XYZ):
```
14
Properties=species:S:1:pos:R:3:mulliken_charge:R:1
C -0.0618 0.9128 -0.8974 -1.213
C 0.3244 -0.1649 -0.0446 0.932
C 1.5701 0.0871 0.7622 -0.538
C 1.4524 -1.0384 -0.3117 -0.852
H -0.4679 2.2135 0.2986 0.296
H -1.8686 1.4283 0.0700 0.279
H -0.5684 0.5411 -1.7095 0.468
H 0.8627 1.2982 -1.4001 0.386
H 1.7147 -0.5412 1.7487 0.270
H 2.3503 0.9188 0.3889 0.243
H 1.6235 -1.9401 0.0676 0.388
H 1.7672 -0.7829 -1.3531 0.201
N -1.0318 1.9322 -0.3567 -0.618
Cl -1.0530 -0.9083 0.4314 -0.242
```

**LUMO level**: 0.913 eV
**HOMO-LUMO gap**: 10.747 eV
**SMILES**: NCC1(Cl)CC1

Computed, not measured: C9H14N2OS as an isolated structure, with ωB97M-V/def2-TZVPD.

Structure (XYZ):
```
27
Properties=species:S:1:pos:R:3:mulliken_charge:R:1
C 0.6329 -1.9253 -2.5315 -0.472
C -0.7715 -2.5864 -0.7231 -0.793
C 0.5141 -0.5906 -2.1586 -0.625
C -1.1167 -1.2615 -0.4711 -0.382
C -0.0151 -2.9582 -1.8389 0.734
C -0.4166 -0.2255 -1.1747 0.627
C 0.8198 2.7672 1.9965 -0.273
C 2.1458 2.3601 2.2663 -1.107
C -1.8809 2.3057 1.7661 -1.130
N 0.2641 -4.3120 -1.9805 -0.555
N -0.6839 1.0392 -0.7465 -0.650
O -0.1578 0.4216 2.2041 -0.691
S -0.2443 1.6320 1.3788 1.130
H 1.1241 -2.1780 -3.4818 0.222
H -1.2787 -3.3240 -0.2552 0.318
H 1.0779 0.1864 -2.7059 0.259
H -1.7831 -0.8602 0.2501 0.455
H 0.7016 3.7938 1.5025 0.248
H 2.0986 1.2978 2.5711 0.329
H 2.7473 2.4118 1.3759 0.279
H 2.5374 3.0654 3.0238 0.306
H -2.2770 1.5524 2.4523 0.297
H -1.8576 3.2266 2.1294 0.480
H -2.4110 2.1808 0.7981 0.330
H 0.7136 -4.5990 -2.8866 0.222
H -0.3755 -5.0789 -1.5964 0.228
H -0.1075 1.6589 -1.1642 0.213
```

**LUMO level (spin up / spin down)**: -0.370 / -0.157 eV
**HOMO-LUMO gap (spin up / spin down)**: 6.301 / 6.530 eV

Across the entries above, max |F| takes the values 0.801; 11.993; 4.747; 3.169; 2.893; 6.933; 5.638 eV/Å, respectively.
Across the entries above, molecular weight takes the values 496.0; 320.2; 93.1; 644.5; 122.2; 105.6; 198.3 g/mol, respectively.